DFT (ωB97M-V/def2-TZVPD) results for a molecular structure, C14H29LaP2.

Results
LUMO energy   -0.002 Eh
Energy   -1264.90285 Ha
Kohn-Sham gap   5.98 eV
Spin multiplicity   1
Total charge   0

```
46
Properties=species:S:1:pos:R:3:forces:R:3
C 0.144430 -1.504867 -3.941175 -0.3694 -1.2850 -0.0885
C -0.573368 -0.753040 -4.837909 0.0184 -0.5991 -1.9205
C -0.700758 0.672407 -4.706182 -0.3746 -0.0864 0.0131
C 0.194920 1.395211 -3.851137 0.6115 1.4269 -0.8447
C 0.917188 0.790389 -2.849706 0.2733 1.0320 0.5481
La -1.006619 -0.295251 -2.400542 -1.0488 -0.3215 2.7431
P -0.008104 -3.021120 -1.303736 -0.0176 -0.7611 -0.0222
H 0.371465 -2.566139 -4.082596 -0.1356 0.2325 -0.6303
H -1.136463 -1.217027 -5.665865 0.5414 0.2881 -0.0435
H -1.368584 1.219452 -5.379988 0.3143 -0.2199 0.2405
H 1.671046 1.334629 -2.278878 0.0362 0.3789 -0.3853
H 0.216221 2.482026 -4.015428 0.2650 -0.2815 -0.1817
H 1.271640 -3.378475 -0.784362 -0.4156 0.1100 -0.0757
H -0.047185 -4.083042 -2.257485 -0.0366 0.3247 0.2880
H -0.779483 -3.707542 -0.313990 0.3184 -0.0976 -0.0945
C -1.925913 2.397325 1.320230 0.0529 0.1430 0.0585
C -0.413448 2.122779 1.345272 0.4681 -0.0634 -0.1262
C 0.198672 2.392277 2.722369 -0.2010 0.2997 0.2156
P 0.051017 0.510111 0.536057 -0.8110 -0.4775 -0.5261
C 1.868298 0.270394 0.853152 -0.1768 0.2555 0.4956
C 2.237764 -0.231478 2.253558 0.4202 0.0404 0.1366
C 2.570467 -0.602299 -0.189393 0.1668 0.1199 -0.1186
C -0.897710 -0.845381 1.439723 0.5368 0.3414 0.0843
C -0.957951 -0.738212 2.966340 -0.2583 -0.4871 0.3290
C -2.320653 -1.000988 0.865252 -0.0097 -0.0676 0.0009
H -2.484029 1.770809 2.031261 0.2071 0.1580 -0.1984
H -2.358207 2.267244 0.317243 0.1407 -0.0390 0.2432
H -2.088179 3.445782 1.611936 -0.0273 -0.2689 -0.0652
H 0.054624 2.836155 0.643298 -0.1714 -0.1146 0.1646
H -0.119870 1.667360 3.482056 0.1338 0.2163 -0.2398
H 1.293578 2.413915 2.687718 -0.2498 -0.0159 0.0002
H -0.139149 3.382373 3.058352 0.1330 -0.1280 0.0216
H 2.241140 1.304638 0.741194 -0.0065 -0.2511 0.0041
H 1.870802 -1.253788 2.427800 0.0716 0.2808 -0.0749
H 3.335247 -0.267455 2.322983 -0.2187 -0.0628 0.0390
H 1.891166 0.421307 3.061721 0.0009 -0.2470 -0.2007
H 2.378170 -0.275547 -1.215411 -0.0732 -0.1901 0.2255
H 3.652455 -0.530968 -0.005371 -0.2071 -0.1199 -0.0593
H 2.286440 -1.658219 -0.095323 0.0690 0.2988 0.0452
H -0.319832 -1.750845 1.182681 -0.1790 0.1707 0.1079
H -1.569852 0.109090 3.306844 0.1831 -0.2216 -0.1675
H -1.434686 -1.653225 3.352736 0.0414 0.2293 0.0245
H 0.029000 -0.680009 3.440598 -0.3452 0.0989 -0.2223
H -2.350502 -1.352313 -0.186993 0.1141 0.1745 0.4894
H -2.844744 -1.771073 1.448857 0.0032 0.1674 -0.1682
H -2.900476 -0.067384 0.942218 0.2121 -0.3811 -0.0643
```
Forces are in eV/Å.